# 1
DFT (the ωB97M-V functional and the def2-TZVPD basis) results for a molecular structure, C5H11N at a distorted geometry.

As for the HOMO energy: -0.2672 Ha. As for the spin multiplicity: 1. The charge is 0. The value obtained for the energy above the lowest of the compared OMol25 structures with the same formula, charge and spin is 8.361 eV.

Structure (XYZ):
```
17
C5H11N, DFT the ωB97M-V functional and the def2-TZVPD basis
C 1.56017 0.71387 0.19483
N 0.70939 -0.62715 -1.69777
C -0.36890 -0.61783 -0.61794
C 0.58240 -0.20043 0.68088
C -0.48208 0.26475 1.73005
C -1.54880 0.17483 -0.58425
H 1.26426 1.71189 -0.16453
H 2.63343 0.51958 0.10627
H 1.40498 0.35693 -1.21732
H -0.58272 -1.68699 -0.51099
H 0.11638 -0.71679 -2.51945
H -0.55363 -0.62466 2.41516
H 1.03423 -1.13470 0.99292
H -0.06687 1.09900 2.28824
H -2.42044 -0.48341 -0.44745
H -1.88300 0.78019 -1.42586
H -1.39882 0.47090 0.77721
```

Mulliken population analysis, charges in e, atoms 1 to 6: C -1.09; N -0.62; C -0.21; C 0.23; C -0.77; C -0.96

# 2
DFT (the ωB97M-V functional and the def2-TZVPD basis) results for a single C2H4N2S molecule at a distorted geometry.

As for the HOMO energy: -0.3258 Ha. As for the spin multiplicity: 1. As for the SMILES: [H]/N=C\NC=S. The charge is 0. The value obtained for the energy above the lowest of the compared OMol25 structures with the same formula, charge and spin is 0.656 eV.

Structure (XYZ):
```
9
C2H4N2S, DFT the ωB97M-V functional and the def2-TZVPD basis
H 2.39062 0.07133 0.50740
N 2.10066 -0.77539 0.06039
C 0.82020 -0.70121 -0.14578
N -0.09092 0.40935 -0.03908
C -1.40554 0.43024 -0.05130
S -2.45154 -0.77022 0.04894
H 0.17825 -1.49993 -0.38282
H 0.28700 1.36545 0.10641
H -1.82872 1.47038 -0.10417
```

Mulliken population analysis, charges in e, atoms 1 to 6: H 0.22; N -0.57; C 0.14; N -0.23; C -0.02; S -0.34

# 3
DFT (the ωB97M-V functional and the def2-TZVPD basis) results for 2 unconnected molecules or ions with the total composition C8H8FO5 at a distorted geometry.

As for the HOMO energy (spin up / spin down): -0.1285 / -0.1068 Ha. As for the spin multiplicity: 1. The charge is -1. The value obtained for the energy above the lowest of the compared OMol25 structures with the same formula, charge and spin is 3.157 eV.

Structure (XYZ):
```
22
C8H8FO5, DFT the ωB97M-V functional and the def2-TZVPD basis
C 1.23295 -0.58352 0.23249
C 0.65058 -1.65572 -0.56725
C 0.48656 0.02707 1.30710
C 2.58694 -0.44432 0.11810
C -1.42944 -0.58168 0.04133
C -1.62369 0.78426 -0.65950
C -2.79966 -1.17449 0.32003
C 2.88769 2.04135 -0.12051
O 3.60711 -0.90282 -0.29838
O 1.15265 -2.57014 -1.17064
O 0.85469 0.66784 2.24465
O -0.75993 -1.59787 -0.68228
O -0.84218 -0.45105 1.31190
F 1.88734 2.32881 -1.04487
H -2.00665 1.27017 0.21404
H -2.46727 0.94768 -1.35370
H -0.64180 1.33153 -1.02325
H -3.29340 -1.42165 -0.73393
H -3.31241 -0.47785 0.87524
H -2.57170 -2.19810 0.73949
H 2.53865 2.31480 0.81344
H 3.86298 2.34570 -0.56350
```

Mulliken population analysis, charges in e, atoms 1 to 6: C 0.95; C 0.08; C 0.56; C -0.44; C 1.49; C -1.28

# 4
DFT (the ωB97M-V functional and the def2-TZVPD basis) results for a gas-phase ion, C4H9O2 (charge -1).

As for the HOMO energy: -0.0838 Ha. As for the spin multiplicity: 1. As for the SMILES: [O-]CCCCO. The charge is -1. The value obtained for the energy above the lowest of the compared OMol25 structures with the same formula, charge and spin is 2.465 eV.

Structure (XYZ):
```
15
C4H9O2, DFT the ωB97M-V functional and the def2-TZVPD basis
O -0.43463 0.17968 -2.34394
C -0.39305 1.05108 -1.33522
C 0.79104 0.81729 -0.32088
C 0.41463 0.02811 0.92122
C 0.01671 -1.41449 0.56112
O -1.25174 -1.81464 1.12258
H -1.32084 1.05682 -0.68381
H -0.26789 2.11861 -1.67058
H 1.26649 1.77934 -0.06202
H 1.56975 0.31136 -0.90267
H -0.47458 0.49474 1.35442
H 1.17532 0.06246 1.70798
H -0.03940 -1.51934 -0.51872
H 0.73480 -2.13017 0.97256
H -1.78662 -1.02084 1.19794
```

Mulliken population analysis, charges in e, atoms 1 to 6: O -0.87; C -0.32; C -0.70; C -0.72; C -0.28; O -0.57

# 5
DFT (the ωB97M-V functional and the def2-TZVPD basis) results for a single C4H5N3O molecule at a distorted geometry.

As for the HOMO energy: -0.3281 Ha. As for the spin multiplicity: 1. As for the SMILES: O=c1[nH]nc2n1CC2. The charge is 0. The value obtained for the energy above the lowest of the compared OMol25 structures with the same formula, charge and spin is 4.487 eV.

Structure (XYZ):
```
13
C4H5N3O, DFT the ωB97M-V functional and the def2-TZVPD basis
O -1.90922 -1.36384 0.01817
C -1.22626 -0.30151 0.09034
N -1.38339 1.03035 -0.01770
N -0.14412 1.67352 -0.12026
C 0.65956 0.74796 -0.07650
N 0.14430 -0.57323 -0.04855
C 1.48013 -1.20710 -0.09126
C 2.18529 0.30203 0.17252
H -2.11378 1.61555 0.47997
H 1.62589 -2.09088 0.66241
H 1.54846 -1.68925 -0.94999
H 2.59801 0.39792 1.08538
H 2.70530 0.51454 -0.68817
```

Mulliken population analysis, charges in e, atoms 1 to 6: O -0.67; C 0.43; N 0.03; N -0.61; C 0.18; N 0.11

# 6
DFT (the ωB97M-V functional and the def2-TZVPD basis) results for a molecular structure, C35H26ClN3O2PPd.

As for the HOMO energy (spin up / spin down): -0.3758 / -0.3787 Ha. As for the spin multiplicity: 3. The charge is +1. The value obtained for the energy above the lowest of the compared OMol25 structures with the same formula, charge and spin is 0.599 eV.

Structure (XYZ):
```
69
C35H26ClN3O2PPd, DFT the ωB97M-V functional and the def2-TZVPD basis
Pd 0.32135 1.18862 0.32912
Cl -5.87870 -0.94484 -3.01762
C -4.64432 -0.60294 -1.84964
C -4.33865 -1.55307 -0.86514
C -3.33469 -1.32234 0.03620
C -2.55794 -0.13615 0.00637
O -1.57764 0.02135 0.84919
C -2.93496 0.83476 -0.95288
C -2.38510 2.15077 -0.91042
N -1.35824 2.51565 -0.22235
C -1.14352 3.89300 -0.02939
C -2.15644 4.81406 0.03873
C -1.87399 6.18585 0.20374
C -0.58649 6.61744 0.31956
C 0.47762 5.68309 0.30835
C 1.82797 6.06688 0.44920
C 2.79296 5.10427 0.45768
C 2.41147 3.75565 0.35505
N 1.16916 3.35153 0.21012
C 0.19707 4.31065 0.16177
C -3.97403 0.58673 -1.87093
H -4.89785 -2.47897 -0.83186
H -3.10152 -2.07899 0.77359
H -2.93747 2.91681 -1.45872
H -3.18730 4.48990 -0.01411
H -2.69267 6.89100 0.24487
H -0.35943 7.66826 0.44332
H 2.07671 7.11551 0.55382
H 3.84041 5.34595 0.56533
H 3.17721 3.00189 0.43783
H -4.24033 1.34499 -2.59734
O 2.79868 -0.12738 2.12431
N 2.77857 0.91156 1.22077
C 3.03219 0.52987 0.02349
C 3.28438 -0.84434 -0.44581
C 4.52407 -1.17764 -0.98433
C 4.74962 -2.46340 -1.44257
C 3.73406 -3.41017 -1.38473
C 2.49431 -3.06959 -0.87199
C 2.26036 -1.78234 -0.38990
P 0.61648 -1.30292 0.24881
C -0.47116 -2.12306 -0.93360
C -0.94439 -3.41448 -0.73254
C -1.72983 -4.02097 -1.70432
C -2.05434 -3.33647 -2.86533
C -1.58959 -2.04161 -3.06478
C -0.79647 -1.43817 -2.10421
C 0.50505 -2.19745 1.83045
C 1.62618 -2.86349 2.33398
C 1.55085 -3.56294 3.52747
C 0.35838 -3.61315 4.23582
C -0.75697 -2.94893 3.74829
C -0.68570 -2.24109 2.55812
H 2.59494 0.29117 2.97015
H 3.07699 1.33279 -0.70699
H 5.30797 -0.43259 -1.03647
H 5.71476 -2.72679 -1.85377
H 3.90565 -4.41333 -1.75139
H 1.70198 -3.80637 -0.85050
H -0.71432 -3.94193 0.18586
H -2.09578 -5.02727 -1.54729
H -2.67653 -3.80769 -3.61499
H -1.85214 -1.50119 -3.96482
H -0.44296 -0.42313 -2.25421
H 2.56709 -2.83944 1.80413
H 2.42960 -4.07301 3.89948
H 0.29994 -4.16552 5.16443
H -1.68947 -2.97463 4.29634
H -1.54315 -1.69017 2.20921
```

Mulliken population analysis, charges in e, atoms 1 to 6: Pd 0.17; Cl -0.22; C 0.04; C -0.77; C -0.49; C 1.08

Number 1: E -251.5553 hartree. Number 2: E -586.2703 hartree. Number 3: E -785.6697 hartree. Number 4: E -308.2543 hartree. Number 5: E -394.8027 hartree. Number 6: E -2593.2576 hartree.